[1]
Molecular formula: C4H30N2O9S
Method: DFT, ωB97M-V with the def2-TZVPD basis set

Values from the calculation:
- HOMO: -8.67 eV
- Multiplicity: 1
- Gap between HOMO and LUMO: 0.3166 Eh
- SMILES: NCNCCCS.O.O.O.O.O.O.O.O.O
- Energy above the lowest of the compared OMol25 structures with the same formula, charge and spin: 0.397 eV
- LUMO: -0.1 eV

CARTESIAN COORDINATES (ANGSTROEM)
C 0.78 0.75 0.99
N -0.04 1.79 0.32
C -0.90 2.53 1.27
N -2.21 1.93 1.50
C 1.75 0.14 -0.10
C 2.63 -0.82 0.70
S 4.05 -1.49 -0.16
H 1.41 1.16 1.78
H 0.07 -0.01 1.32
H 0.61 2.51 0.01
H -1.07 3.55 0.93
H -0.36 2.65 2.22
H -2.81 2.18 0.74
H -2.16 0.93 1.60
H 1.04 -0.31 -0.79
H 2.30 0.97 -0.55
H 2.90 -0.22 1.58
H 1.92 -1.51 1.15
H 3.42 -1.76 -1.29
H -1.05 -3.02 -0.10
H 0.43 -3.10 0.03
O -0.32 -2.65 0.39
H -2.70 0.30 -1.64
H -1.31 0.94 -1.44
O -1.89 0.49 -2.11
H -0.12 -2.80 -2.57
H -1.48 -3.40 -2.16
O -0.54 -3.52 -2.03
H -1.81 -1.09 0.30
H -2.06 -1.38 1.65
O -2.58 -1.41 0.83
H 0.41 -2.21 2.59
H 0.96 -3.52 2.39
O 1.27 -2.66 2.66
H 2.28 3.75 -2.01
H 1.96 2.35 -2.18
O 1.95 3.01 -1.47
H -1.66 3.11 -2.12
H -0.64 3.21 -3.20
O -1.49 3.58 -2.94
H -0.58 -1.40 4.39
H -1.11 -0.07 3.75
O -0.78 -0.95 3.57
H 0.36 -0.59 -3.85
H -0.83 -0.81 -2.77
O 0.01 -1.15 -3.17


[2]
Molecular formula: C32H65N6O13V
Method: DFT, ωB97M-V with the def2-TZVPD basis set

Values from the calculation:
- HOMO (alpha / beta): -9.49 / -9.90 eV
- Multiplicity: 4
- Gap between HOMO and LUMO (alpha / beta): 0.2733 / 0.2877 Eh
- LUMO (alpha / beta): -2.1 / -2.1 eV
- Charge: +1

CARTESIAN COORDINATES (ANGSTROEM)
V -1.73 -1.16 2.98
C -0.23 0.44 -0.92
C 0.04 -0.49 0.25
O -1.04 -0.94 0.95
H 0.63 1.01 -1.25
H -1.05 1.15 -0.74
H -0.62 -0.14 -1.77
H 0.82 -0.01 0.87
H 0.67 -1.32 -0.12
C -4.67 0.66 0.13
C -4.30 0.96 1.57
O -3.46 0.26 2.11
N -4.81 2.07 2.13
C -6.09 2.66 1.81
H -3.78 0.14 -0.23
H -4.71 1.56 -0.50
H -5.54 0.01 0.10
H -4.56 2.19 3.11
H -6.47 3.33 2.59
H -6.89 1.92 1.68
H -6.13 3.28 0.91
C 4.42 -4.33 -1.38
C 3.40 -5.07 -0.59
O 3.64 -6.13 -0.03
N 2.16 -4.54 -0.56
C 1.19 -4.92 0.44
H 4.28 -4.21 -2.45
H 5.44 -4.64 -1.17
H 4.37 -3.29 -1.03
H 1.92 -3.73 -1.10
H 0.69 -4.02 0.81
H 1.51 -5.43 1.35
H 0.41 -5.54 -0.03
C 0.28 -4.43 4.90
C 0.71 -3.42 3.86
O -0.09 -2.61 3.38
N 2.03 -3.31 3.64
C 2.53 -2.24 2.78
H 0.80 -4.34 5.85
H 0.12 -5.44 4.55
H -0.71 -4.06 5.18
H 2.68 -3.82 4.21
H 2.53 -1.31 3.36
H 1.91 -2.11 1.90
H 3.53 -2.47 2.41
C 0.08 2.24 2.47
C 0.25 1.30 3.64
O -0.48 0.32 3.86
N 1.32 1.48 4.43
C 2.40 2.45 4.31
H -0.76 1.89 1.87
H 0.93 2.23 1.82
H -0.10 3.25 2.83
H 1.53 0.80 5.15
H 2.60 2.85 5.31
H 2.14 3.30 3.69
H 3.34 1.93 4.12
C 0.38 3.87 -1.64
C 0.94 4.80 -2.70
O 0.96 4.44 -3.87
N 1.31 6.08 -2.40
C 1.09 6.69 -1.11
H -0.65 4.12 -1.37
H 0.98 3.96 -0.74
H 0.31 2.93 -2.17
H 1.38 6.65 -3.23
H 0.06 7.04 -1.01
H 1.70 7.60 -1.06
H 1.47 6.12 -0.26
C -4.39 -4.67 3.04
C -3.69 -3.73 2.11
O -2.94 -2.83 2.52
N -3.86 -3.89 0.80
C -3.10 -3.16 -0.19
H -4.39 -4.27 4.05
H -3.91 -5.64 3.00
H -5.46 -4.66 2.82
H -4.47 -4.62 0.47
H -2.04 -3.23 0.07
H -3.37 -2.11 -0.32
H -3.32 -3.52 -1.20
O -3.52 2.65 -7.21
C -3.03 2.55 -6.12
O -2.57 1.34 -5.74
C -2.04 1.38 -4.40
C -2.64 2.67 -3.80
C -2.97 3.56 -5.00
H -0.96 1.38 -4.49
H -2.43 0.53 -3.84
H -1.85 3.04 -3.15
H -3.57 2.43 -3.28
H -2.27 4.36 -5.22
H -4.00 3.93 -5.04
O 3.12 -1.00 -1.95
C 2.37 -1.37 -2.80
O 1.23 -2.03 -2.46
C 0.43 -2.34 -3.60
C 1.45 -2.33 -4.77
C 2.34 -1.20 -4.32
H -0.29 -1.52 -3.69
H 0.01 -3.33 -3.42
H 0.84 -2.20 -5.67
H 1.82 -3.35 -4.88
H 1.91 -0.20 -4.41
H 3.37 -1.18 -4.67
O 1.95 3.72 1.47
C 2.99 3.16 1.23
O 4.16 3.80 1.20
C 5.18 2.99 0.59
C 4.59 1.60 0.33
C 3.19 1.69 0.94
H 6.03 2.94 1.28
H 5.55 3.45 -0.32
H 5.29 0.83 0.65
H 4.56 1.47 -0.75
H 3.27 1.16 1.90
H 2.42 1.19 0.37


[3]
Molecular formula: C4H9N2O2
Method: DFT, ωB97M-V with the def2-TZVPD basis set

Values from the calculation:
- HOMO: -4.40 eV
- Multiplicity: 1
- Gap between HOMO and LUMO: 0.3072 Eh
- Energy above the lowest of the compared OMol25 structures with the same formula, charge and spin: 1.327 eV
- LUMO: 4.0 eV
- Charge: -1

CARTESIAN COORDINATES (ANGSTROEM)
O -0.20 -0.11 -2.15
C 0.91 0.35 -1.75
O 1.44 0.04 -0.64
C 1.61 1.37 -2.67
H 2.29 0.82 -3.34
H 0.88 1.96 -3.24
H 2.18 2.06 -2.04
C -0.62 -0.70 1.29
C -1.39 -0.18 2.27
N -0.84 0.48 3.43
N -1.02 -1.43 0.15
H 0.42 -0.37 1.26
H -2.48 -0.30 2.27
H -0.78 -0.12 4.24
H -1.24 1.38 3.68
H -0.74 -2.39 0.24
H -0.54 -0.99 -0.67


[4]
Molecular formula: C4H7N3
Method: DFT, ωB97M-V with the def2-TZVPD basis set

Values from the calculation:
- HOMO: -9.25 eV
- Multiplicity: 1
- Gap between HOMO and LUMO: 0.3623 Eh
- SMILES: [H]/N=C1\CCN\C1=N\[H]
- Energy above the lowest of the compared OMol25 structures with the same formula, charge and spin: 1.383 eV
- LUMO: 0.6 eV

CARTESIAN COORDINATES (ANGSTROEM)
C -1.03 0.64 -0.31
C -1.17 -0.62 0.52
N 0.13 -0.73 1.15
C 1.19 -0.27 0.40
N 2.41 -0.54 0.59
C 0.53 0.55 -0.66
N 0.98 1.05 -1.73
H -0.02 1.23 -1.88
H -1.21 1.56 0.27
H -1.77 0.67 -1.14
H -1.39 -1.46 -0.16
H -1.96 -0.57 1.26
H 0.32 -1.48 1.79
H 2.98 -0.05 -0.10


[5]
Molecular formula: C4H6OS
Method: DFT, ωB97M-V with the def2-TZVPD basis set

Values from the calculation:
- HOMO: -9.05 eV
- Multiplicity: 1
- Gap between HOMO and LUMO: 0.3152 Eh
- Energy above the lowest of the compared OMol25 structures with the same formula, charge and spin: 6.750 eV
- LUMO: -0.5 eV

CARTESIAN COORDINATES (ANGSTROEM)
C -3.00 1.06 0.32
C -2.84 1.13 -0.94
C 0.87 0.03 0.67
C 1.22 -1.31 0.22
O 3.31 0.75 1.07
S 1.96 1.24 1.14
H 0.05 0.39 0.43
H -3.21 0.11 -1.33
H -2.39 1.53 -1.83
H 0.78 -1.45 -0.71
H 0.95 -2.20 0.85
H 2.30 -1.29 0.12


[6]
Molecular formula: C20H14N3NaO2
Method: DFT, ωB97M-V with the def2-TZVPD basis set

Values from the calculation:
- HOMO: -8.37 eV
- Multiplicity: 1
- Gap between HOMO and LUMO: 0.2976 Eh
- LUMO: -0.3 eV

CARTESIAN COORDINATES (ANGSTROEM)
Na 1.65 -0.11 -2.01
C -1.93 -3.13 -1.88
C -2.92 -2.34 -1.34
C -2.75 -0.96 -1.32
C -1.59 -0.41 -1.85
N -0.62 -1.18 -2.36
C -0.79 -2.50 -2.37
C -1.34 1.06 -1.83
C -2.35 1.98 -1.60
C -2.03 3.33 -1.52
C -0.71 3.71 -1.67
C 0.24 2.73 -1.93
N -0.07 1.44 -2.01
H -2.02 -4.21 -1.92
H -3.82 -2.78 -0.93
H -3.50 -0.33 -0.86
H 0.02 -3.08 -2.79
H -3.38 1.67 -1.49
H -2.80 4.06 -1.34
H -0.41 4.75 -1.59
H 1.29 2.97 -2.05
O 3.36 2.26 -0.95
C 3.34 1.02 -0.81
O 3.56 0.13 -1.67
C 2.81 0.52 0.53
C 3.36 0.88 1.78
C 2.78 0.43 2.92
C 1.62 -0.37 2.84
C 0.94 -0.87 3.98
C -0.18 -1.64 3.83
C -0.68 -1.94 2.55
C -0.04 -1.47 1.43
C 1.12 -0.68 1.55
N 1.73 -0.23 0.42
H 4.24 1.52 1.80
H 3.19 0.68 3.89
H 1.33 -0.63 4.96
H -0.69 -2.02 4.71
H -1.56 -2.55 2.46
H -0.41 -1.69 0.44


[7]
Molecular formula: C17H32BrInN2O7P
Method: DFT, ωB97M-V with the def2-TZVPD basis set

Values from the calculation:
- HOMO: -3.49 eV
- Multiplicity: 1
- Gap between HOMO and LUMO: 0.2122 Eh
- LUMO: 2.3 eV
- Charge: -1

CARTESIAN COORDINATES (ANGSTROEM)
C -4.74 -3.08 -0.28
C -4.88 -2.65 -1.79
O -5.89 -3.10 -2.40
N -4.01 -1.78 -2.51
C -4.71 -0.61 -3.11
In -2.23 -1.24 -1.46
C -1.17 0.32 -2.72
C 0.32 0.62 -2.27
C 0.56 2.13 -1.77
Br 0.00 3.48 -3.12
N -1.10 -3.03 -1.16
C 0.17 -2.86 -1.34
C 0.77 -3.06 -2.81
C 1.11 -2.51 -0.11
P -2.59 -0.19 0.83
O -1.42 -0.71 1.98
O -4.20 -0.38 1.42
H -5.19 -4.13 -0.20
H -5.42 -2.42 0.34
H -3.69 -3.16 0.11
H -5.76 -0.83 -3.46
H -4.11 -0.31 -4.03
H -4.64 0.28 -2.41
H -1.78 1.28 -2.61
H -1.29 0.00 -3.80
H 0.75 -0.10 -1.51
H 0.97 0.52 -3.21
H 0.01 2.27 -0.80
H 1.68 2.25 -1.65
H 0.37 -2.32 -3.56
H 1.91 -3.13 -2.81
H 0.41 -4.08 -3.15
H 0.73 -3.13 0.77
H 2.17 -2.87 -0.31
H 1.07 -1.43 0.21
H -1.27 -1.67 1.95
H -4.83 -0.22 0.70
O 0.08 3.62 1.65
C 0.39 2.96 2.60
O 1.48 2.14 2.62
C 1.50 1.42 3.86
C 0.67 2.24 4.82
C -0.36 2.87 3.90
H 1.08 0.42 3.68
H 2.53 1.31 4.20
H 0.23 1.65 5.62
H 1.28 3.02 5.27
H -1.23 2.22 3.75
H -0.66 3.85 4.24
O 2.84 -0.58 1.34
C 3.71 0.13 0.92
O 4.81 -0.32 0.27
C 5.70 0.78 0.01
C 4.83 2.01 0.06
C 3.77 1.63 1.08
H 6.48 0.79 0.78
H 6.17 0.65 -0.96
H 5.37 2.92 0.31
H 4.35 2.17 -0.92
H 4.09 1.86 2.10
H 2.81 2.08 0.86


[8]
Molecular formula: C3H5BrO
Method: DFT, ωB97M-V with the def2-TZVPD basis set

Values from the calculation:
- HOMO (alpha / beta): -8.02 / -9.14 eV
- Multiplicity: 1
- Gap between HOMO and LUMO (alpha / beta): 0.2191 / 0.3084 Eh
- Energy above the lowest of the compared OMol25 structures with the same formula, charge and spin: 4.027 eV
- LUMO (alpha / beta): -2.1 / -0.7 eV

CARTESIAN COORDINATES (ANGSTROEM)
C 0.73 -1.20 0.29
C 0.17 1.51 0.19
C -0.01 -0.63 -0.62
O -0.44 0.70 -0.59
Br -2.63 -0.11 0.20
H 0.87 -2.19 0.11
H 0.88 -0.67 1.10
H -0.03 2.50 -0.09
H 0.77 1.20 0.93
H -0.31 -1.10 -1.51


[9]
Molecular formula: C38H47AsBrNO6S2V
Method: DFT, ωB97M-V with the def2-TZVPD basis set

Values from the calculation:
- HOMO: -15.73 eV
- Multiplicity: 1
- Gap between HOMO and LUMO: 0.1959 Eh
- Energy above the lowest of the compared OMol25 structures with the same formula, charge and spin: 1.350 eV
- LUMO: -10.4 eV
- Charge: +3

CARTESIAN COORDINATES (ANGSTROEM)
V 0.68 -0.04 0.34
O 0.14 0.14 1.96
S -0.47 0.27 3.40
C -1.86 1.47 3.24
C -3.30 0.95 3.22
C -3.84 0.48 1.86
C -4.03 1.59 0.83
S -2.72 1.61 -0.47
O -1.51 1.03 0.24
C -3.35 0.30 -1.52
C -4.28 0.66 -2.49
C -4.80 -0.33 -3.32
C -4.39 -1.65 -3.17
C -3.44 -1.98 -2.21
C -2.91 -1.00 -1.39
C -1.27 -1.31 3.70
C -1.50 -1.60 5.03
C -2.17 -2.77 5.35
C -2.59 -3.63 4.33
C -2.32 -3.33 3.00
C -1.66 -2.15 2.67
H -1.61 2.01 2.33
H -1.69 2.12 4.09
H -3.92 1.77 3.59
H -3.42 0.13 3.93
H -4.80 0.00 2.03
H -3.18 -0.29 1.45
H -4.00 2.58 1.27
H -4.97 1.49 0.28
H -4.59 1.69 -2.60
H -5.53 -0.08 -4.07
H -4.81 -2.42 -3.80
H -3.12 -3.01 -2.10
H -2.16 -1.25 -0.65
H -1.16 -0.94 5.82
H -2.37 -3.02 6.38
H -3.11 -4.54 4.58
H -2.63 -4.00 2.22
H -1.47 -1.90 1.64
C 3.49 1.17 -2.79
C 3.65 1.61 -1.34
As 3.16 0.29 0.03
C 3.85 -1.40 -0.70
C 5.35 -1.34 -1.04
C 4.03 1.09 1.60
C 5.51 0.70 1.65
H 3.70 2.01 -3.46
H 2.47 0.84 -3.01
H 4.17 0.37 -3.05
H 3.10 2.53 -1.13
H 4.70 1.82 -1.12
H 3.25 -1.54 -1.60
H 3.65 -2.22 -0.02
H 5.64 -0.38 -1.47
H 5.57 -2.11 -1.78
H 5.96 -1.53 -0.17
H 3.52 0.77 2.50
H 3.91 2.17 1.46
H 5.63 -0.37 1.78
H 5.97 1.20 2.50
H 6.05 1.01 0.75
C -2.01 4.96 -5.00
C -1.31 4.07 -4.04
C -1.00 2.76 -4.38
C -0.37 1.89 -3.51
C -0.09 0.51 -4.06
C -0.01 2.36 -2.21
C -0.28 3.74 -1.86
C 0.10 4.39 -0.56
C -0.92 4.54 -2.78
C 0.56 1.48 -1.23
O 1.00 1.85 -0.09
O 0.69 0.16 -1.38
H -2.66 4.40 -5.67
H -1.28 5.47 -5.63
H -2.59 5.73 -4.49
H -1.26 2.39 -5.36
H -1.04 0.02 -4.29
H 0.47 -0.14 -3.41
H 0.45 0.60 -5.00
H -0.29 3.84 0.30
H -0.29 5.40 -0.52
H 1.18 4.44 -0.45
H -1.14 5.57 -2.52
Br 4.12 -6.25 4.08
C 2.80 -5.48 2.97
C 1.81 -6.27 2.39
N 0.89 -5.77 1.58
C 0.90 -4.48 1.29
C 1.83 -3.61 1.85
C 2.80 -4.12 2.72
C 1.82 -2.17 1.57
O 1.09 -1.72 0.53
O 2.44 -1.37 2.24
H 1.76 -7.34 2.59
H 0.13 -4.14 0.60
H 3.53 -3.46 3.16


[10]
Molecular formula: C15H23MoN4P
Method: DFT, ωB97M-V with the def2-TZVPD basis set

Values from the calculation:
- HOMO (alpha / beta): -15.46 / -15.47 eV
- Multiplicity: 3
- Gap between HOMO and LUMO (alpha / beta): 0.2145 / 0.2047 Eh
- Energy above the lowest of the compared OMol25 structures with the same formula, charge and spin: 0.118 eV
- LUMO (alpha / beta): -9.6 / -9.9 eV
- Charge: +2

CARTESIAN COORDINATES (ANGSTROEM)
C 0.49 -3.32 -2.11
C 0.77 -3.38 -0.75
C 0.57 -2.26 0.07
C -0.07 -1.11 -0.45
C -0.41 -1.10 -1.82
C -0.12 -2.19 -2.65
C 1.09 -2.36 1.47
C 1.50 -1.07 2.21
N 1.70 0.13 1.35
Mo -0.29 0.75 0.75
C -1.04 0.13 -2.42
P -0.86 1.59 -1.30
H 1.21 -4.28 -0.32
H -0.37 -2.12 -3.70
H 0.74 -4.15 -2.77
H -2.13 -0.02 -2.59
H -0.60 0.39 -3.39
H 0.33 -2.85 2.10
H 1.96 -3.04 1.49
H 0.72 -0.80 2.94
C -2.31 2.57 -1.75
C 0.54 2.48 -2.05
H 2.44 -1.25 2.76
C 2.65 -0.09 0.22
C 2.21 1.23 2.20
H -0.35 2.60 0.68
H 3.66 0.23 0.54
H 2.71 -1.14 -0.06
H 2.35 0.51 -0.65
H 3.32 1.21 2.20
H 1.87 2.20 1.82
H 1.86 1.12 3.23
H 0.22 2.96 -2.98
H 0.87 3.24 -1.33
H 1.38 1.79 -2.25
H -2.22 2.92 -2.78
H -3.22 1.96 -1.64
H -2.37 3.43 -1.07
H -0.25 2.35 1.68
N -2.01 0.48 1.64
C -3.06 0.25 2.14
N -4.04 -0.36 2.63
C -5.20 0.06 3.12
N -6.24 0.32 3.58


[11]
Molecular formula: C5H5F
Method: DFT, ωB97M-V with the def2-TZVPD basis set

Values from the calculation:
- HOMO: -9.64 eV
- Multiplicity: 1
- Gap between HOMO and LUMO: 0.3898 Eh
- SMILES: C#CCC(=C)F
- Energy above the lowest of the compared OMol25 structures with the same formula, charge and spin: 2.168 eV
- LUMO: 1.0 eV

CARTESIAN COORDINATES (ANGSTROEM)
C 1.15 -0.07 0.02
C 1.02 1.25 0.08
C 0.02 -1.17 0.01
C -1.34 -0.51 0.13
C -2.32 0.19 -0.06
H 0.04 1.61 0.26
H 1.89 1.88 -0.08
H 0.07 -2.01 -0.73
H 0.10 -1.63 1.02
H -3.03 0.93 -0.56
F 2.40 -0.48 -0.09